{
  "formula": "C13H21NO2",
  "method": "ωB97M-V/def2-TZVPD",
  "e_homo_ha": -0.312,
  "de_lowest_ev": 12.768,
  "e_tot_ha": -712.73707,
  "homo_lumo_gap_ev": 9.114,
  "total_charge": 0,
  "multiplicity": 1,
  "species": ["C", "C", "C", "C", "C", "H", "C", "N", "C", "O", "C", "C", "O", "C", "C", "H", "H", "C", "H", "H", "H", "H", "C", "H", "H", "H", "H", "H", "H", "H", "H", "H", "H", "H", "H", "H", "H"],
  "coordinates": [[1.4703, 2.9127, 3.0039], [0.2712, 1.9470, 2.8160], [0.4637, 0.8916, 1.6136], [1.6589, 0.0852, 1.8581], [1.5515, -1.0025, 0.9888], [0.6835, -1.7141, 1.4407], [1.5197, -1.0211, -0.2533], [0.3986, -0.5087, -1.0193], [-0.5658, -1.3518, -1.3980], [-0.5549, -2.5915, -1.4381], [-1.7492, -0.8686, -1.7475], [-2.7871, -1.2926, -2.4444], [-4.0288, -0.2304, -2.6502], [-3.5192, 0.6479, -2.0625], [-2.2619, 0.7094, -1.5937], [-1.7919, 1.3646, -0.8571], [-4.3731, 1.6430, -2.0527], [-3.1751, -2.6925, -2.8350], [-2.2549, -3.3695, -2.7733], [-4.0418, -3.2287, -2.4363], [-3.1534, -2.6161, -4.0500], [0.2260, 0.2960, -0.7397], [2.7723, -0.2617, -0.9722], [3.6874, -0.6134, -0.4721], [2.9337, -0.1443, -2.2881], [2.5369, 0.8404, -0.7269], [1.5923, -1.9184, -0.8524], [2.5706, -1.9505, 1.2304], [2.6115, 0.5896, 1.8021], [1.7023, -0.2661, 2.9904], [0.6608, 1.5098, 0.7586], [-0.3545, 0.4999, 1.6554], [0.3174, 1.3908, 3.8432], [-0.6125, 2.6607, 2.8333], [1.6092, 3.5760, 2.0772], [1.4581, 3.5223, 3.7163], [2.5281, 2.5555, 3.0348]]
}

=====

{
  "formula": "C4H9I2N2",
  "method": "ωB97M-V/def2-TZVPD",
  "e_homo_ha": -0.497,
  "de_lowest_ev": 1.280,
  "e_tot_ha": -862.38800,
  "homo_lumo_gap_ev": 9.200,
  "total_charge": 1,
  "multiplicity": 1,
  "species": ["H", "N", "C", "C", "C", "I", "C", "N", "I", "H", "H", "H", "H", "H", "H", "H", "H"],
  "coordinates": [[-3.4850, 1.2734, 0.4589], [-2.4629, 1.3145, 0.1229], [-1.8221, 0.2754, -0.1823], [-0.3800, 0.2344, -0.3951], [0.4514, 1.3443, 0.2289], [-0.0523, 0.0446, -2.6159], [0.3233, -1.1541, 0.2216], [1.7875, -1.1017, -0.1393], [0.1344, -1.1725, 2.4163], [-2.2623, -0.6699, -0.4318], [-0.2912, 2.0269, 0.4513], [1.0316, 1.8595, -0.5053], [0.8548, 0.9902, 1.1690], [-0.1874, -2.0319, -0.1923], [2.3796, -1.6271, 0.6716], [1.9661, -1.4689, -1.1550], [2.0146, -0.1372, -0.1235]]
}

=====

{
  "formula": "C4F14InN3O12S6",
  "method": "ωB97M-V/def2-TZVPD",
  "e_homo_ha": -0.438,
  "de_lowest_ev": 0.747,
  "e_tot_ha": -5196.61167,
  "homo_lumo_gap_ev": 4.595,
  "total_charge": 0,
  "multiplicity": 1,
  "species": ["In", "C", "F", "F", "F", "S", "O", "O", "N", "S", "O", "O", "C", "F", "F", "F", "C", "F", "F", "F", "S", "O", "O", "N", "S", "O", "O", "C", "F", "F", "F", "N", "S", "O", "O", "F", "S", "O", "O", "F"],
  "coordinates": [[0.2655, -0.4480, 0.2395], [-3.3569, 1.5926, 2.2085], [-2.5094, 2.5921, 2.3666], [-4.1160, 1.6708, 3.2852], [-4.0291, 1.6470, 1.0919], [-2.3630, -0.0597, 2.1914], [-0.9728, 0.3109, 2.3821], [-2.9401, -0.9971, 3.0768], [-2.4395, -0.6272, 0.6089], [-3.7092, -1.5991, 0.3320], [-3.5668, -2.8757, 0.9411], [-5.0043, -0.9979, 0.4149], [-3.4590, -1.8262, -1.5274], [-3.9650, -0.8495, -2.2734], [-2.1511, -1.9111, -1.7965], [-4.0686, -2.9346, -1.8966], [2.5344, 3.2667, 2.2741], [2.5926, 2.1997, 3.0633], [2.3251, 4.3687, 2.9390], [3.6674, 3.3070, 1.5941], [1.1025, 3.0975, 1.0425], [-0.1063, 2.6176, 1.6440], [0.9368, 4.4315, 0.5842], [1.6301, 1.8933, -0.0186], [2.2639, 2.7220, -1.2996], [1.2595, 2.8755, -2.3129], [2.9945, 3.9199, -1.0593], [3.3752, 1.3922, -2.0212], [4.3077, 1.0467, -1.1418], [2.6038, 0.3601, -2.3553], [3.9730, 1.8308, -3.1110], [1.1030, -2.6999, -0.8568], [0.4702, -4.1623, -0.8889], [0.8957, -5.0583, 0.1205], [0.0490, -4.5828, -2.1743], [-0.9185, -3.6024, -0.2125], [2.4473, -3.0961, -1.7435], [2.3071, -2.7850, -3.1185], [3.2805, -4.1935, -1.4149], [3.2905, -1.8361, -1.1773]]
}

=====

{
  "formula": "C22H38KN4P",
  "method": "ωB97M-V/def2-TZVPD",
  "e_homo_ha": -0.260,
  "de_lowest_ev": 0.486,
  "e_tot_ha": -2021.43093,
  "homo_lumo_gap_ev": 7.302,
  "total_charge": 0,
  "multiplicity": 1,
  "species": ["K", "C", "C", "C", "C", "C", "C", "C", "C", "C", "C", "N", "C", "C", "C", "C", "C", "N", "H", "H", "H", "H", "H", "H", "H", "H", "H", "H", "H", "H", "H", "H", "H", "H", "H", "N", "C", "C", "C", "C", "N", "H", "H", "H", "H", "H", "H", "H", "H", "H", "H", "H", "H", "C", "P", "C", "C", "H", "H", "H", "H", "H", "H", "H", "H", "H"],
  "coordinates": [[-0.8603, -0.5091, 0.6310], [1.1648, 0.8659, -3.2931], [1.8354, 0.3006, -2.0355], [2.3860, 1.3894, -1.1529], [3.7130, 1.7816, -1.2653], [4.2172, 2.8223, -0.5013], [3.3856, 3.4712, 0.3952], [2.0542, 3.0968, 0.5467], [1.2034, 3.8096, 1.5710], [0.7444, 5.1921, 1.0937], [1.5445, 2.0547, -0.2442], [0.2258, 1.5937, -0.0690], [-0.7438, 2.2941, -0.5617], [-2.1317, 2.0481, -0.4316], [-3.1269, 2.8651, -1.0105], [-4.3443, 2.3503, -0.5989], [-4.0299, 1.2458, 0.2094], [-2.7127, 1.0423, 0.3161], [0.7973, 0.0537, -3.9228], [1.8732, 1.4621, -3.8693], [0.3226, 1.5058, -3.0279], [2.6427, -0.3725, -2.3326], [1.0971, -0.2846, -1.4826], [4.3587, 1.2616, -1.9652], [5.2535, 3.1210, -0.5960], [3.7681, 4.2856, 1.0014], [1.7901, 3.9307, 2.4849], [0.3297, 3.2058, 1.8131], [1.5999, 5.8041, 0.8044], [0.2018, 5.7090, 1.8867], [0.0844, 5.1035, 0.2300], [-0.5063, 3.1879, -1.1522], [-2.9528, 3.7277, -1.6378], [-5.3309, 2.7169, -0.8369], [-4.7387, 0.6020, 0.7146], [2.1434, -0.2688, 1.5669], [3.2629, -1.0474, 1.0222], [2.7419, -2.2509, 0.2410], [2.2363, -3.3759, 1.1427], [1.4023, -4.3906, 0.3654], [0.1388, -3.7569, -0.0234], [1.7655, 0.3227, 0.8325], [2.4776, 0.3641, 2.2825], [3.8723, -1.4033, 1.8570], [3.9080, -0.4429, 0.3725], [3.5367, -2.6396, -0.4025], [1.9255, -1.9151, -0.4026], [1.6227, -2.9477, 1.9406], [3.0852, -3.8844, 1.6085], [1.2531, -5.2959, 0.9668], [1.9441, -4.6862, -0.5366], [-0.5117, -3.7779, 0.7528], [-0.3062, -4.2539, -0.7852], [-3.5481, -4.4028, 0.4631], [-3.0806, -2.6158, 0.4495], [-4.0559, -2.0789, -1.0119], [-4.1649, -2.0351, 1.8177], [-4.6330, -4.5195, 0.4366], [-3.1619, -4.8760, 1.3672], [-3.1140, -4.9070, -0.4011], [-5.1119, -2.3249, -0.8858], [-3.6730, -2.5736, -1.9054], [-3.9439, -1.0022, -1.1332], [-5.2142, -2.2373, 1.5948], [-4.0225, -0.9631, 1.9560], [-3.8896, -2.5480, 2.7400]]
}

=====

{
  "formula": "C9H18BN3O2",
  "method": "ωB97M-V/def2-TZVPD",
  "e_homo_ha": -0.333,
  "de_lowest_ev": 0.605,
  "e_tot_ha": -693.36710,
  "homo_lumo_gap_ev": 9.400,
  "total_charge": 0,
  "multiplicity": 1,
  "species": ["C", "C", "C", "B", "N", "O", "C", "C", "C", "C", "C", "N", "N", "C", "O", "H", "H", "H", "H", "H", "H", "H", "H", "H", "H", "H", "H", "H", "H", "H", "H", "H", "H"],
  "coordinates": [[3.0573, -2.0964, 1.3176], [2.5495, -0.9051, 1.4878], [1.6522, -0.2033, 0.4467], [2.5988, 0.1296, -0.8030], [3.1563, 1.4540, -1.0431], [2.9664, -0.8728, -1.6980], [0.8087, 1.0154, 0.9827], [-0.5745, 0.5765, 0.4204], [-1.8135, 1.4415, 0.6858], [-3.1681, 0.8054, 0.2562], [-3.0648, -0.1900, -0.9310], [-4.3427, -0.3516, -1.6593], [-0.6227, -0.8471, 0.8118], [0.5738, -1.3254, 0.1162], [0.6776, -2.2715, -0.5412], [2.9486, -2.6239, 0.3696], [3.5930, -2.6223, 2.1058], [2.8012, -0.4091, 2.4309], [3.4010, 1.5155, -2.0301], [2.4865, 2.1999, -0.8829], [3.8077, -0.5868, -2.0846], [0.9674, 0.9271, 2.0703], [1.1067, 2.0153, 0.6480], [-0.4370, 0.5976, -0.6749], [-1.6895, 2.3472, 0.0676], [-1.8307, 1.7781, 1.7332], [-3.8860, 1.5754, -0.0549], [-3.5486, 0.2434, 1.1198], [-2.7982, -1.1624, -0.4984], [-2.2523, 0.0762, -1.6248], [-4.2086, -0.0680, -2.6255], [-4.5484, -1.3442, -1.7219], [-0.3670, -0.8180, 1.8033]]
}

=====

{
  "formula": "C21H41NO7",
  "method": "ωB97M-V/def2-TZVPD",
  "e_homo_ha": -0.275,
  "e_tot_ha": -1405.99999,
  "homo_lumo_gap_ev": 6.677,
  "total_charge": 0,
  "multiplicity": 1,
  "species": ["O", "C", "O", "C", "C", "N", "C", "C", "O", "H", "H", "H", "H", "H", "H", "H", "H", "H", "C", "C", "C", "O", "C", "H", "H", "H", "H", "H", "H", "H", "H", "C", "C", "C", "O", "C", "H", "H", "H", "H", "H", "H", "H", "H", "C", "C", "C", "O", "C", "H", "H", "H", "H", "H", "H", "H", "H", "C", "C", "C", "O", "C", "H", "H", "H", "H", "H", "H", "H", "H"],
  "coordinates": [[-1.0746, -0.3501, 4.3990], [-1.5154, -0.7955, 3.2975], [-0.6724, -1.4866, 2.4411], [-3.0250, -0.5705, 2.7594], [-3.9914, -1.7745, 3.1889], [-5.4688, -1.4411, 3.0544], [-5.6356, -0.3653, 1.9867], [-4.8931, 0.9376, 2.5677], [-3.6158, 0.6785, 3.1973], [-2.9317, -0.5346, 1.6117], [-3.8264, -1.9940, 4.3128], [-3.8155, -2.7460, 2.5947], [-5.7934, -0.9868, 3.9332], [-6.0380, -2.2529, 2.7764], [-6.7505, -0.1622, 1.7580], [-5.1655, -0.7187, 0.9914], [-4.7444, 1.7384, 1.7477], [-5.5923, 1.3592, 3.3911], [-2.0073, 1.0900, -2.1284], [-3.1401, 1.9003, -2.7197], [-4.3579, 1.2387, -2.1045], [-3.9545, 0.7371, -0.8219], [-2.5203, 0.8023, -0.7320], [-1.0477, 1.6094, -2.1301], [-1.8912, 0.1538, -2.6844], [-3.0685, 2.9392, -2.3814], [-3.1599, 1.8973, -3.8108], [-4.6948, 0.3878, -2.7063], [-5.1943, 1.9312, -1.9816], [-2.2646, 1.6125, -0.0404], [-2.1332, -0.1358, -0.3277], [1.9085, -0.9965, 0.3848], [3.2307, -1.1135, -0.3412], [3.0286, -0.1772, -1.5168], [2.1352, 0.8539, -1.0778], [1.5659, 0.4645, 0.1820], [1.9576, -1.2794, 1.4370], [1.1594, -1.6273, -0.1046], [4.0390, -0.7418, 0.2978], [3.4771, -2.1326, -0.6450], [2.5561, -0.6930, -2.3590], [3.9645, 0.2697, -1.8625], [2.0166, 1.0892, 0.9604], [0.4888, 0.6453, 0.1706], [3.9466, 2.5244, 4.7561], [3.6921, 1.6370, 3.5586], [5.0023, 1.7420, 2.8036], [6.0292, 1.9531, 3.7824], [5.4115, 2.2570, 5.0404], [3.3009, 2.3080, 5.6088], [3.8054, 3.5741, 4.4771], [3.5329, 0.6054, 3.8890], [2.8307, 1.9405, 2.9617], [5.0030, 2.6026, 2.1259], [5.2262, 0.8428, 2.2245], [5.5362, 1.3864, 5.6937], [5.9134, 3.1118, 5.4997], [2.4721, -2.0522, -4.8353], [2.5926, -1.8869, -6.3336], [1.2231, -2.3300, -6.8100], [0.2953, -2.0040, -5.7660], [1.0325, -1.6506, -4.5873], [3.1849, -1.4515, -4.2688], [2.6185, -3.1034, -4.5651], [2.7503, -0.8314, -6.5786], [3.4057, -2.4649, -6.7763], [1.1871, -3.4139, -6.9640], [0.9214, -1.8364, -7.7368], [0.9415, -0.5678, -4.4470], [0.6005, -2.1521, -3.7182]]
}